No. 1
{
  "formula": "C3H9N3O",
  "method": "ωB97M-V with the def2-TZVPD basis set",
  "homo_ev": -7.8078,
  "de_lowest_kcal_mol": 79.11,
  "charge": 0,
  "homo_lumo_gap_ev": 8.52,
  "species": ["C", "C", "C", "N", "N", "N", "O", "H", "H", "H", "H", "H", "H", "H", "H", "H"],
  "positions_angstrom": [[1.379, -0.134, 0.340], [-0.735, 0.481, -0.613], [0.040, 0.160, 0.534], [-2.098, 0.632, -0.454], [-0.141, 0.392, -1.791], [-0.651, -0.124, 1.746], [2.083, -0.623, 1.406], [3.022, -0.621, 1.196], [-2.389, 0.827, 0.494], [-2.584, 1.160, -1.161], [0.700, -0.717, -1.752], [-0.767, 0.507, -2.582], [-1.087, -1.042, 1.736], [-0.034, -0.064, 2.545], [1.946, 0.462, -0.362], [1.316, -1.296, -1.282]]
}

---

No. 2
{
  "formula": "C31H31BCl7N6O3Ru",
  "method": "ωB97M-V with the def2-TZVPD basis set",
  "homo_ev": [-7.8806, -7.8717],
  "multiplicity": 2,
  "de_lowest_kcal_mol": 61.15,
  "charge": 0,
  "homo_lumo_gap_ev": [6.10, 6.28],
  "species": ["Ru", "C", "C", "C", "C", "C", "C", "N", "N", "B", "N", "C", "C", "C", "N", "C", "C", "C", "N", "C", "C", "C", "N", "C", "C", "C", "H", "H", "H", "H", "H", "H", "H", "H", "H", "H", "H", "H", "H", "H", "H", "H", "H", "H", "H", "H", "H", "H", "H", "H", "H", "H", "H", "H", "Cl", "C", "C", "Cl", "C", "Cl", "C", "O", "C", "Cl", "C", "Cl", "Cl", "C", "C", "C", "Cl", "C", "O", "C", "C", "O", "C", "H", "H", "H"],
  "positions_angstrom": [[-0.045, -0.359, -0.008], [3.029, -2.351, 0.466], [3.324, -1.132, 1.356], [4.655, -1.301, 2.080], [2.183, -0.932, 2.308], [2.054, -1.325, 3.641], [0.777, -0.939, 4.006], [0.190, -0.360, 2.959], [1.053, -0.329, 1.925], [-1.210, 0.273, 2.902], [-1.043, 1.626, 2.218], [-1.358, 2.816, 2.743], [-0.940, 3.794, 1.869], [-0.354, 3.103, 0.800], [-0.435, 1.790, 1.031], [0.230, 3.736, -0.428], [1.492, 3.003, -0.875], [-0.840, 3.760, -1.528], [-2.197, -0.526, 2.036], [-3.295, -1.196, 2.394], [-3.974, -1.573, 1.249], [-3.206, -1.085, 0.186], [-2.149, -0.439, 0.694], [-3.505, -1.059, -1.283], [-4.494, 0.084, -1.546], [-4.045, -2.388, -1.806], [3.769, -2.431, -0.332], [3.050, -3.269, 1.055], [2.036, -2.268, 0.023], [3.377, -0.243, 0.718], [4.665, -2.222, 2.666], [5.469, -1.351, 1.357], [4.847, -0.464, 2.752], [2.787, -1.820, 4.254], [0.271, -1.035, 4.951], [-1.647, 0.406, 4.002], [-1.863, 2.886, 3.691], [-1.017, 4.861, 1.979], [0.484, 4.769, -0.178], [1.282, 1.940, -0.939], [1.826, 3.364, -1.848], [2.298, 3.147, -0.156], [-1.207, 2.751, -1.713], [-1.685, 4.379, -1.221], [-0.435, 4.164, -2.457], [-3.542, -1.370, 3.427], [-4.900, -2.116, 1.183], [-2.574, -0.824, -1.800], [-5.435, -0.097, -1.024], [-4.074, 1.024, -1.187], [-4.693, 0.187, -2.613], [-4.935, -2.703, -1.258], [-4.313, -2.280, -2.857], [-3.298, -3.174, -1.724], [2.339, 3.102, -6.101], [1.403, 2.210, -4.969], [2.027, 1.416, -4.011], [3.739, 1.288, -3.975], [1.261, 0.754, -3.069], [1.990, -0.236, -1.859], [-0.141, 0.893, -2.969], [-0.829, 0.403, -2.005], [-0.748, 1.646, -4.009], [-2.460, 1.772, -3.985], [0.006, 2.291, -4.975], [-0.776, 3.227, -6.185], [-3.185, -7.450, 0.584], [-2.365, -5.932, 0.737], [-2.174, -5.384, 2.014], [-1.499, -4.204, 2.156], [-1.237, -3.539, 3.725], [-0.966, -3.471, 1.032], [-0.294, -2.411, 1.193], [-1.225, -4.058, -0.244], [-0.801, -3.370, -1.422], [-0.248, -2.276, -1.490], [-1.898, -5.282, -0.369], [-2.563, -5.897, 2.883], [-1.007, -3.904, -2.367], [-2.044, -5.713, -1.353]]
}

---

No. 3
{
  "formula": "C11H11NOS",
  "method": "ωB97M-V with the def2-TZVPD basis set",
  "homo_ev": -9.3130,
  "de_lowest_kcal_mol": 58.52,
  "charge": 0,
  "smiles": "CC[C@@H]1SC(c2ccccc2)=NC1=O",
  "homo_lumo_gap_ev": 8.42,
  "species": ["C", "C", "C", "S", "C", "C", "C", "C", "C", "C", "C", "N", "C", "O", "H", "H", "H", "H", "H", "H", "H", "H", "H", "H", "H"],
  "positions_angstrom": [[1.981, -2.270, 3.218], [1.973, -1.400, 1.902], [0.964, -1.839, 0.841], [1.210, -0.950, -0.644], [-0.384, -0.059, -0.241], [-0.790, 1.078, -1.007], [-0.016, 1.410, -2.143], [-0.521, 2.183, -3.194], [-1.766, 2.945, -2.988], [-2.578, 2.426, -1.912], [-2.196, 1.456, -0.975], [-0.962, -0.515, 0.810], [-0.410, -1.614, 1.394], [-0.995, -2.296, 2.202], [1.081, -2.508, 3.566], [2.734, -3.309, 3.192], [2.531, -1.450, 3.996], [2.839, -1.438, 1.293], [1.692, -0.348, 2.116], [1.018, -2.916, 0.540], [1.089, 1.238, -2.290], [0.008, 2.425, -4.097], [-1.916, 4.058, -3.534], [-3.681, 2.658, -1.711], [-2.906, 1.034, -0.337]]
}

---

No. 4
{
  "formula": "C14H15BrN2PtS3",
  "method": "ωB97M-V with the def2-TZVPD basis set",
  "homo_ev": [-6.1758, -6.1752],
  "de_lowest_kcal_mol": 0.00,
  "charge": 0,
  "homo_lumo_gap_ev": [5.95, 5.95],
  "species": ["Pt", "C", "C", "S", "C", "C", "S", "H", "H", "H", "H", "H", "H", "Br", "C", "C", "C", "N", "C", "C", "H", "H", "H", "H", "S", "C", "N", "C", "C", "C", "C", "H", "H", "H", "H", "H"],
  "positions_angstrom": [[-0.282, 0.388, -0.073], [-2.747, -3.532, 0.183], [-2.307, -2.091, 0.234], [-0.846, -1.719, -0.670], [-2.959, -1.119, 0.871], [-4.213, -1.319, 1.674], [-2.392, 0.544, 0.844], [-2.058, -4.116, -0.428], [-3.742, -3.635, -0.254], [-2.769, -3.980, 1.179], [-4.579, -2.342, 1.600], [-5.001, -0.644, 1.334], [-4.028, -1.095, 2.727], [0.080, 6.996, 1.248], [0.075, 5.161, 0.831], [0.833, 4.277, 1.578], [0.816, 2.941, 1.224], [0.101, 2.473, 0.196], [-0.637, 3.340, -0.508], [-0.679, 4.692, -0.230], [1.421, 4.609, 2.420], [1.405, 2.213, 1.763], [-1.207, 2.923, -1.327], [-1.291, 5.353, -0.825], [1.836, -0.373, 1.155], [2.554, -1.056, -0.226], [2.198, -2.316, -0.592], [2.705, -2.980, -1.656], [3.662, -2.407, -2.430], [4.076, -1.094, -2.108], [3.537, -0.437, -1.042], [1.409, -2.711, -0.079], [2.303, -3.966, -1.834], [4.076, -2.940, -3.272], [4.822, -0.605, -2.720], [3.830, 0.570, -0.786]]
}

---

No. 5
{
  "formula": "C18H33ClN6",
  "method": "ωB97M-V with the def2-TZVPD basis set",
  "homo_ev": -12.3163,
  "de_lowest_kcal_mol": 70.47,
  "charge": 2,
  "homo_lumo_gap_ev": 7.65,
  "species": ["C", "C", "N", "C", "C", "N", "C", "C", "H", "H", "H", "H", "H", "H", "H", "H", "H", "H", "H", "C", "C", "N", "C", "C", "N", "C", "C", "H", "H", "H", "H", "H", "H", "H", "H", "H", "H", "H", "C", "C", "N", "C", "C", "N", "C", "C", "H", "H", "H", "H", "H", "H", "H", "H", "H", "H", "H", "Cl"],
  "positions_angstrom": [[16.930, 6.008, 1.229], [17.934, 5.591, 0.193], [18.070, 6.486, -0.893], [17.151, 7.037, -1.806], [17.911, 7.802, -2.714], [19.195, 7.838, -2.328], [19.299, 6.879, -1.367], [20.343, 8.565, -3.021], [17.097, 5.568, 2.212], [15.913, 5.704, 0.978], [16.879, 7.093, 1.321], [17.710, 4.660, -0.329], [18.899, 5.321, 0.621], [16.097, 6.803, -1.851], [17.571, 8.408, -3.541], [20.281, 6.577, -1.033], [20.984, 7.753, -3.365], [20.737, 9.161, -2.198], [20.036, 9.258, -3.805], [13.234, 9.197, 3.952], [14.506, 8.933, 3.161], [14.383, 9.286, 1.731], [14.256, 8.387, 0.719], [14.134, 9.096, -0.453], [14.054, 10.471, -0.172], [14.285, 10.550, 1.170], [13.741, 11.661, -0.994], [12.422, 8.485, 3.809], [12.625, 10.098, 3.882], [13.491, 9.131, 5.009], [14.851, 7.899, 3.154], [15.309, 9.491, 3.644], [14.228, 7.349, 1.018], [13.825, 8.728, -1.420], [13.976, 11.471, 1.643], [12.810, 12.119, -0.660], [13.660, 11.492, -2.068], [14.452, 12.483, -0.899], [13.780, 8.971, -5.630], [14.208, 7.572, -5.263], [13.136, 6.752, -5.950], [12.152, 5.988, -5.285], [11.437, 5.371, -6.347], [11.925, 5.830, -7.615], [12.968, 6.686, -7.365], [11.447, 5.434, -8.947], [14.613, 9.595, -5.305], [12.889, 9.158, -5.029], [13.409, 9.147, -6.639], [14.154, 7.312, -4.206], [15.224, 7.299, -5.551], [12.068, 5.869, -4.215], [10.598, 4.693, -6.305], [13.520, 7.279, -8.079], [10.510, 4.911, -8.750], [12.225, 4.862, -9.453], [11.322, 6.267, -9.638], [13.249, 6.003, -1.580]]
}

---

No. 6
{
  "formula": "C8H18OSi",
  "method": "ωB97M-V with the def2-TZVPD basis set",
  "homo_ev": -9.4306,
  "de_lowest_kcal_mol": 16.68,
  "charge": 0,
  "smiles": "C=C[Si](O)(C(C)C)C(C)C",
  "homo_lumo_gap_ev": 10.27,
  "species": ["C", "C", "Si", "O", "C", "C", "C", "C", "C", "C", "H", "H", "H", "H", "H", "H", "H", "H", "H", "H", "H", "H", "H", "H", "H", "H", "H", "H"],
  "positions_angstrom": [[-0.248, 0.848, 2.839], [-0.661, 0.356, 1.695], [0.351, 0.173, 0.043], [2.002, 0.348, 0.377], [-0.447, 1.442, -1.141], [-0.174, 2.884, -0.531], [-1.907, 1.200, -1.428], [0.248, -1.766, -0.294], [0.741, -2.624, 0.849], [1.168, -2.251, -1.445], [-1.004, 0.765, 3.662], [0.716, 1.359, 2.891], [-1.636, -0.078, 1.596], [2.119, 0.433, 1.280], [-0.023, 1.398, -2.179], [-0.909, 2.783, 0.332], [0.823, 3.178, -0.086], [-0.384, 3.728, -1.292], [-2.672, 1.107, -0.659], [-1.988, 0.232, -1.828], [-2.321, 1.955, -2.105], [-0.869, -1.913, -0.609], [1.679, -2.087, 1.034], [0.106, -2.707, 1.725], [1.017, -3.683, 0.588], [2.300, -2.194, -1.119], [1.100, -1.630, -2.473], [0.872, -3.257, -1.722]]
}

---

No. 7
{
  "formula": "H42O21",
  "method": "ωB97M-V with the def2-TZVPD basis set",
  "homo_ev": -10.3696,
  "de_lowest_kcal_mol": 159.32,
  "charge": 0,
  "homo_lumo_gap_ev": 9.86,
  "species": ["O", "H", "H", "O", "H", "H", "O", "H", "H", "O", "H", "H", "O", "H", "H", "O", "H", "H", "O", "H", "H", "O", "H", "H", "O", "H", "H", "O", "H", "H", "O", "H", "H", "O", "H", "H", "O", "H", "H", "O", "H", "H", "O", "H", "H", "O", "H", "H", "O", "H", "H", "O", "H", "H", "O", "H", "H", "O", "H", "H", "O", "H", "H"],
  "positions_angstrom": [[1.245, 0.382, -0.458], [0.979, 1.265, -0.151], [0.472, 0.257, -1.108], [1.827, -3.183, -2.107], [1.952, -2.679, -1.299], [2.485, -3.452, -2.747], [-1.337, 0.479, -0.722], [-1.065, -0.295, -0.229], [-2.123, 0.229, -1.224], [-2.560, -1.228, 0.959], [-2.217, -1.760, 0.247], [-2.606, -1.648, 1.837], [-2.557, 2.161, 2.418], [-2.928, 2.783, 3.043], [-1.682, 2.288, 2.017], [-3.042, 2.787, -0.128], [-2.542, 1.971, 0.059], [-2.545, 3.305, 0.522], [3.143, 2.348, -1.556], [2.899, 2.196, -0.632], [2.627, 1.790, -2.130], [-2.480, -2.661, 3.250], [-2.413, -2.166, 4.074], [-2.233, -3.566, 3.452], [-1.954, -0.381, -5.059], [-1.954, 0.495, -4.670], [-1.172, -0.859, -4.766], [-1.179, 3.703, -1.755], [-1.998, 3.453, -1.261], [-0.709, 2.971, -2.145], [3.929, 1.326, 0.736], [4.585, 1.512, 1.413], [4.197, 0.460, 0.391], [0.666, -2.616, 0.263], [1.079, -3.388, 0.660], [0.067, -2.174, 0.873], [-4.688, 0.147, -0.057], [-4.433, -0.221, 0.794], [-4.387, 1.053, -0.131], [-0.272, 2.963, 1.145], [0.546, 2.796, 1.648], [-0.275, 3.731, 0.561], [4.507, -0.956, -0.846], [3.613, -0.951, -1.201], [5.053, -0.260, -1.227], [-0.991, -3.075, -4.444], [-0.092, -2.891, -4.751], [-0.837, -3.725, -3.755], [2.132, 2.739, 2.137], [2.530, 2.202, 1.420], [2.484, 2.306, 2.915], [0.391, -0.812, -2.727], [0.576, -1.693, -2.339], [1.280, -0.448, -2.797], [-3.236, -0.312, 3.878], [-2.357, -0.379, 3.494], [-3.372, 0.644, 3.830], [3.150, -3.373, 1.785], [2.879, -2.810, 2.528], [3.692, -2.700, 1.340], [1.206, -0.031, 1.982], [0.391, 0.299, 1.595], [1.651, -0.346, 1.155]]
}

---

No. 8
{
  "formula": "C50H49INO3P2TeTl",
  "method": "ωB97M-V with the def2-TZVPD basis set",
  "homo_ev": [-4.3813, -4.2524],
  "multiplicity": 2,
  "de_lowest_kcal_mol": 20.53,
  "charge": -1,
  "homo_lumo_gap_ev": [6.59, 5.83],
  "species": ["Tl", "O", "P", "C", "P", "O", "C", "C", "C", "C", "C", "C", "C", "C", "C", "C", "C", "C", "C", "C", "C", "C", "C", "C", "C", "C", "C", "C", "C", "C", "H", "H", "H", "H", "H", "H", "H", "H", "H", "H", "H", "H", "H", "H", "H", "H", "H", "H", "H", "H", "H", "H", "C", "C", "C", "C", "C", "C", "Te", "N", "C", "O", "C", "C", "C", "C", "C", "C", "C", "C", "C", "C", "C", "C", "C", "C", "C", "C", "C", "C", "H", "H", "H", "H", "H", "H", "H", "H", "H", "H", "H", "H", "H", "H", "H", "H", "H", "H", "H", "H", "H", "H", "H", "H", "H", "H", "H", "I"],
  "positions_angstrom": [[-1.555, -2.579, -0.074], [1.634, -3.972, 1.033], [2.526, -2.893, 1.455], [2.290, -2.366, 3.212], [0.452, -2.033, 3.263], [-0.005, -1.956, 1.871], [-0.103, -3.485, 4.204], [-0.779, -4.491, 3.535], [-1.013, -5.703, 4.162], [-0.589, -5.901, 5.465], [0.071, -4.889, 6.146], [0.332, -3.688, 5.512], [0.221, -0.512, 4.232], [-0.565, -0.465, 5.372], [-0.801, 0.748, 5.993], [-0.275, 1.915, 5.467], [0.515, 1.871, 4.329], [0.771, 0.657, 3.719], [4.259, -3.439, 1.247], [5.402, -2.715, 1.559], [6.646, -3.193, 1.188], [6.761, -4.391, 0.500], [5.626, -5.128, 0.208], [4.384, -4.649, 0.577], [2.545, -1.358, 0.481], [3.204, -0.218, 0.929], [3.349, 0.868, 0.088], [2.859, 0.814, -1.205], [2.163, -0.302, -1.642], [2.012, -1.389, -0.797], [2.868, -1.488, 3.494], [2.569, -3.195, 3.867], [-1.092, -4.327, 2.514], [-1.514, -6.497, 3.629], [-0.750, -6.855, 5.948], [0.399, -5.040, 7.166], [0.894, -2.913, 6.019], [-1.016, -1.365, 5.761], [-1.418, 0.784, 6.880], [-0.496, 2.867, 5.932], [0.901, 2.789, 3.905], [1.355, 0.611, 2.809], [5.336, -1.769, 2.075], [7.537, -2.630, 1.434], [7.733, -4.748, 0.190], [5.705, -6.075, -0.305], [3.481, -5.193, 0.339], [3.613, -0.174, 1.929], [3.854, 1.758, 0.442], [3.020, 1.632, -1.886], [1.781, -0.323, -2.652], [1.483, -2.275, -1.114], [1.713, 1.754, -7.819], [0.981, 1.653, -6.509], [-0.081, 0.784, -6.327], [-0.728, 0.671, -5.104], [-1.890, -0.271, -5.001], [-0.319, 1.420, -3.995], [-1.049, 0.550, -1.891], [-1.584, -0.002, 0.090], [-1.570, 0.562, 1.261], [-1.834, 0.020, 2.344], [-1.204, 2.032, 1.326], [-0.006, 2.513, 0.819], [0.353, 3.837, 1.020], [-0.486, 4.684, 1.726], [-1.690, 4.208, 2.220], [-2.043, 2.886, 2.030], [-2.993, 1.399, -2.113], [-4.121, 0.584, -2.048], [-4.023, -0.892, -1.853], [-5.384, 1.163, -2.098], [-5.550, 2.531, -2.226], [-6.910, 3.159, -2.281], [-4.416, 3.328, -2.288], [-3.145, 2.780, -2.218], [-1.950, 3.674, -2.271], [0.742, 2.307, -4.188], [1.231, 3.209, -3.088], [1.367, 2.425, -5.425], [1.272, 1.095, -8.565], [2.762, 1.477, -7.693], [1.678, 2.777, -8.199], [-0.412, 0.173, -7.159], [-2.185, -0.627, -5.987], [-2.739, 0.226, -4.537], [-1.617, -1.131, -4.389], [0.659, 1.842, 0.286], [1.292, 4.211, 0.629], [-0.202, 5.714, 1.900], [-2.350, 4.870, 2.768], [-2.969, 2.497, 2.428], [-3.250, -1.332, -2.485], [-4.969, -1.391, -2.055], [-3.759, -1.077, -0.810], [-6.247, 0.514, -2.040], [-7.689, 2.412, -2.156], [-7.062, 3.672, -3.230], [-7.007, 3.897, -1.486], [-4.527, 4.402, -2.383], [-2.222, 4.717, -2.122], [-1.465, 3.570, -3.240], [-1.238, 3.379, -1.501], [0.957, 2.818, -2.110], [0.795, 4.203, -3.197], [2.312, 3.329, -3.157], [2.181, 3.131, -5.543], [-3.986, -3.068, 1.537]]
}

---

> Number 8 is which compound?

C50H49INO3P2TeTl

---

> Number 7 is which compound?

H42O21